[1]
# C20H34N7O6P

A 8-piece molecular cluster, C20H34N7O6P overall (the ωB97M-V functional and the def2-TZVPD basis, OMol25).

Element x y z (Å)
C 2.60923 4.03010 -0.25832
C 3.18412 2.63287 -0.97584
C 2.21676 1.42097 -0.34949
C 0.92782 1.29182 -1.40712
O 0.08365 0.20991 -0.87068
P -1.26861 0.88182 0.06414
O -0.83173 2.14735 0.93181
O -1.80630 -0.45970 1.09551
O -2.48633 1.29751 -1.15117
C -3.60116 2.04382 -0.54042
C -3.36849 3.67274 -0.83704
O -2.23856 4.11402 -1.45443
O -4.47184 4.57811 -0.42813
H 1.41634 4.03399 -0.30479
H 3.06903 4.99253 -0.74550
H 2.89257 3.90695 0.89306
H 3.07342 2.74667 -2.13818
H 4.28364 2.37041 -0.62720
H 1.79406 1.78042 0.68600
H 2.75846 0.38476 -0.30161
H 1.40271 0.93489 -2.42329
H 0.37484 2.31417 -1.56669
H -2.24678 -0.06697 1.91228
H -4.58810 1.66618 -1.09464
H -3.70883 1.90140 0.62062
H -4.41368 4.64605 0.58224
C 2.11176 0.27098 3.74955
C 3.02788 0.63273 2.65501
N 3.75176 0.91859 1.79033
H 2.39584 0.75291 4.69093
H 1.08144 0.57094 3.53060
H 2.10273 -0.80936 3.92919
C -1.19908 -2.58563 -1.83139
C -0.24983 -3.40553 -2.60266
N 0.50024 -4.05324 -3.21197
H -0.73163 -1.66802 -1.45905
H -2.06092 -2.28672 -2.43748
H -1.58735 -3.12658 -0.96184
C 2.42940 -3.48585 6.43422
C 1.46029 -2.37749 6.41045
N 0.69454 -1.50191 6.39165
H 2.00152 -4.40632 6.02335
H 3.32363 -3.25407 5.84592
H 2.76205 -3.71061 7.45320
C -5.05149 -1.81203 -4.48226
C -5.16311 -1.10930 -3.19312
N -5.25123 -0.55400 -2.17466
H -4.30728 -1.34396 -5.13513
H -4.75298 -2.85727 -4.34875
H -6.00248 -1.81424 -5.02549
C -6.93021 6.03095 -1.27267
C -8.37171 6.24102 -1.05786
N -9.51059 6.40689 -0.88808
H -6.60509 5.05145 -0.90657
H -6.66763 6.08285 -2.33466
H -6.32966 6.78572 -0.75387
C 6.59494 -3.90432 4.16220
C 5.35719 -4.58145 4.58370
N 4.37935 -5.11654 4.91668
H 7.28869 -4.59663 3.67376
H 6.39195 -3.09529 3.45246
H 7.12437 -3.46265 5.01315
C 3.18927 -4.83495 -4.63138
C 4.10539 -4.47320 -5.72592
N 4.82927 -4.18734 -6.59060
H 3.47335 -4.35302 -3.69000
H 2.15896 -4.53500 -4.85034
H 3.18024 -5.91530 -4.45175

Cartesian forces, eV/Å:
C 0.18 -1.17 0.38
C -0.88 -0.01 1.40
C -1.06 1.12 -1.89
C 2.69 0.79 0.24
O -4.01 1.80 1.72
P 2.13 2.44 1.40
O -2.06 -4.79 -3.06
O 0.37 3.16 -1.74
O 1.27 -0.64 3.68
C -0.83 1.05 -0.60
C 5.44 1.87 -2.75
O -8.36 -2.85 4.31
O 3.05 -2.12 0.92
H 2.66 0.12 -0.07
H -0.96 -1.85 1.12
H -0.54 0.65 -2.50
H 0.39 -0.52 2.20
H -2.24 0.89 -0.99
H 0.89 -0.93 -2.23
H -1.20 2.11 -0.07
H -1.39 0.49 1.90
H 0.89 -2.10 0.43
H 0.93 -0.40 -1.49
H 2.19 0.93 1.31
H 0.25 0.25 -2.25
H -0.10 -0.21 -1.93
C -0.13 -0.05 0.10
C 0.98 0.28 -0.77
N -0.80 -0.59 1.99
H 0.09 -0.02 -0.28
H 0.24 0.03 -0.16
H 0.11 0.21 -0.18
C -0.17 0.07 0.15
C 0.79 -0.68 -0.64
N -1.36 1.09 1.07
H 0.15 -0.32 -0.26
H 0.23 -0.16 -0.07
H 0.19 -0.09 -0.23
C 0.03 -0.01 0.05
C -0.85 0.91 0.09
N 1.24 -1.35 -0.05
H -0.01 0.32 0.01
H -0.43 0.11 0.13
H -0.20 0.21 -0.11
C 0.02 -0.12 -0.22
C -0.10 0.64 1.16
N 0.18 -0.89 -1.71
H -0.10 0.08 0.30
H -0.06 0.23 0.20
H 0.09 0.12 0.29
C 0.08 -0.07 0.00
C -1.30 0.24 0.16
N 1.89 -0.29 -0.27
H -0.33 0.25 -0.08
H -0.24 0.02 0.17
H -0.29 -0.07 -0.04
C 0.22 0.13 -0.08
C -1.01 -0.65 0.32
N 1.78 0.77 -0.64
H -0.30 -0.04 0.13
H -0.19 -0.20 0.14
H -0.27 -0.17 -0.02
C -0.12 -0.03 0.00
C 0.86 0.27 -0.93
N -1.19 -0.46 1.40
H 0.05 0.02 -0.30
H 0.37 0.00 -0.05
H 0.14 0.18 -0.20

Values from the calculation:
- Net charge: 0
- Orbital gap: 0.365 hartree
- E_HOMO: -0.37769 Eh
- LUMO energy: -0.35 eV
- DFT total energy: -1958.3864 a.u.

***

[2]
# C20H34N9SSe2Tc

C20H34N9SSe2Tc as an isolated structure (the ωB97M-V functional and the def2-TZVPD basis, OMol25).

Element x y z (Å)
Tc 0.83733 0.83467 -0.00785
C 0.91791 2.66323 3.94469
C 1.18275 2.21517 2.55540
N 0.44109 1.31386 1.97215
N -0.59971 0.79696 2.68414
C -1.30467 -0.07337 2.01680
N -2.35187 -0.66343 2.57744
S -0.93188 -0.55321 0.34729
C 2.28292 2.75476 1.73302
C 3.23190 3.64217 2.20570
C 4.23164 4.08778 1.34391
C 4.25366 3.63634 0.03696
C 3.27824 2.74140 -0.37486
N 2.32044 2.31308 0.44981
H -0.15542 2.75921 4.10104
H 1.40809 3.60306 4.17468
H 1.26262 1.90318 4.65249
H -2.59260 -0.44646 3.53394
H -2.90386 -1.34807 2.08800
H 3.20592 3.98694 3.22836
H 4.98194 4.78196 1.69901
H 5.00996 3.96430 -0.66230
H 3.25911 2.35618 -1.38706
C 1.44459 -4.84295 -1.56857
Se 0.24772 -3.51267 -0.80134
C -0.16662 -2.57271 -2.45635
C 0.96709 -1.73348 -3.01673
Se 1.07356 0.16894 -2.49227
C -0.52814 0.81282 -3.38943
H 2.41223 -4.41545 -1.82107
H 0.97065 -5.28507 -2.44125
H 1.56974 -5.61094 -0.80906
H -1.08955 -2.00963 -2.31548
H -0.40010 -3.33783 -3.19946
H 0.90080 -1.61847 -4.10112
H 1.94956 -2.12370 -2.76711
H -1.42200 0.47170 -2.87482
H -0.48645 0.41604 -4.40132
H -0.47575 1.89597 -3.42765
C 3.49139 -4.36100 2.59311
C 4.86262 -3.95497 2.06470
C 5.20252 -4.65678 0.75441
C 5.00634 -2.43397 2.02179
N 3.95512 -1.77019 1.20817
C 3.05854 -0.86450 1.56766
N 2.31164 -0.60058 0.50691
N 2.81228 -1.33923 -0.51190
N 3.78814 -2.03304 -0.09463
H 3.44853 -5.43797 2.74632
H 2.70177 -4.10973 1.87652
H 3.25890 -3.88645 3.54920
H 5.61945 -4.24622 2.80019
H 4.42334 -4.52016 0.00432
H 5.30011 -5.72637 0.93597
H 6.14597 -4.30632 0.33498
H 5.96380 -2.10137 1.62407
H 4.87230 -2.01855 3.02112
H 2.92928 -0.48728 2.56846
C -1.79476 5.58466 -0.40594
C -2.00286 4.34109 -1.28082
C -1.12518 3.24458 -0.89800
N -0.42701 2.39040 -0.58086
H -2.51739 6.33754 -0.71164
H -0.79609 5.99613 -0.53674
H -1.96334 5.35950 0.64529
H -1.80045 4.54830 -2.33561
H -3.02546 3.95996 -1.21272

Cartesian forces, eV/Å:
Tc 0.03 -0.25 0.07
C -0.01 -0.02 -0.01
C 0.02 0.09 0.01
N -0.01 -0.01 0.05
N 0.14 -0.02 -0.09
C -0.12 -0.06 0.13
N 0.07 0.05 -0.01
S -0.09 -0.07 -0.01
C -0.01 0.02 0.04
C -0.03 -0.02 -0.04
C 0.00 0.00 0.01
C 0.00 0.01 -0.02
C 0.03 0.03 -0.04
N 0.03 -0.05 0.02
H 0.00 0.00 0.00
H 0.01 0.00 0.00
H -0.01 0.00 0.00
H -0.02 0.00 0.00
H -0.01 -0.02 -0.01
H -0.01 0.00 0.01
H 0.00 0.00 0.00
H 0.00 -0.01 0.00
H 0.02 0.00 0.00
C -0.04 0.06 0.02
Se -0.12 -0.02 0.06
C 0.03 0.00 -0.03
C 0.05 0.07 -0.11
Se -0.02 0.01 0.06
C 0.03 -0.07 -0.03
H -0.01 0.00 -0.01
H 0.01 -0.02 0.00
H 0.02 0.00 0.00
H 0.03 0.02 0.05
H 0.01 -0.01 0.02
H -0.01 -0.04 0.01
H 0.00 0.02 -0.02
H 0.00 0.01 0.00
H -0.03 0.01 0.00
H 0.00 0.01 0.01
C -0.04 -0.01 -0.01
C 0.07 0.00 0.08
C 0.02 -0.03 -0.02
C -0.15 0.08 0.03
N -0.03 0.13 -0.08
C -0.33 -0.35 0.22
N 0.13 0.35 -0.14
N 0.13 0.10 -0.01
N 0.11 -0.05 -0.08
H 0.01 0.00 0.00
H 0.00 0.01 0.00
H 0.01 0.00 0.00
H -0.03 -0.01 0.01
H -0.01 0.01 -0.01
H 0.00 0.00 -0.01
H 0.01 0.01 0.00
H 0.02 -0.09 -0.05
H 0.09 0.01 0.00
H 0.03 0.05 -0.03
C -0.01 0.04 0.02
C 0.00 -0.14 -0.05
C -0.02 0.10 0.07
N 0.09 0.01 -0.11
H 0.01 0.01 0.00
H 0.00 0.00 0.01
H 0.00 0.01 0.00
H -0.03 0.03 0.01
H 0.00 0.03 0.00

Values from the calculation:
- Energy above the lowest of the compared OMol25 structures with the same formula, charge and spin: 0.1369 eV
- Net charge: +3
- Spin multiplicity: 4
- Orbital gap (spin up / spin down): 0.232 / 0.160 hartree
- E_HOMO (spin up / spin down): -0.57850 / -0.57454 Eh
- LUMO energy (spin up / spin down): -9.44 / -11.28 eV
- DFT total energy: -6556.2182 a.u.

***

[3]
# C20H34NO2

A 2-piece molecular cluster, C20H34NO2 overall (the ωB97M-V functional and the def2-TZVPD basis, OMol25).

Element x y z (Å)
C 6.00320 -0.00546 -0.29841
C 4.51462 0.04652 -0.66952
C 3.60824 0.22537 0.56700
C 3.12357 1.66645 0.78212
C 1.65307 1.79196 1.22226
C 0.94818 3.08870 0.74748
C -0.46415 2.86803 0.17844
C -0.63290 3.10889 -1.32610
C 0.46567 2.58968 -2.26563
C 0.30104 1.13162 -2.73129
C 1.24729 0.16179 -1.99333
C 0.59581 -1.01130 -1.34250
C -0.61041 -0.95179 -0.63662
C -1.11303 -2.08290 -0.01569
C -0.41454 -3.29086 -0.11101
C 0.77383 -3.32366 -0.81776
N 1.23596 -2.19770 -1.40084
H 6.18144 0.67129 0.53034
H 6.63672 0.27796 -1.13121
H 6.28797 -1.00923 0.00362
H 4.22943 -0.85321 -1.21453
H 4.37321 0.87452 -1.36164
H 4.12613 -0.15329 1.44288
H 2.73923 -0.42217 0.43028
H 3.26192 2.26005 -0.11853
H 3.75154 2.13239 1.53887
H 1.08018 0.94047 0.85651
H 1.61780 1.77943 2.30593
H 0.84893 3.72346 1.62357
H 1.56954 3.64552 0.05091
H -1.13475 3.56569 0.67385
H -0.81794 1.88309 0.47854
H -0.76801 4.16851 -1.51764
H -1.56451 2.63568 -1.63885
H 0.43438 3.21295 -3.15626
H 1.45992 2.73209 -1.85045
H 0.52966 1.08217 -3.79093
H -0.73647 0.82776 -2.63142
H 1.73858 0.71620 -1.19435
H 2.04363 -0.18395 -2.64661
H -1.13146 -0.01188 -0.57623
H -2.02822 -2.03590 0.54776
H -0.77070 -4.19119 0.35820
H 1.35694 -4.22098 -0.93069
H 2.11751 -2.23505 -1.89541
O -3.74258 -0.58137 2.81386
C -4.58388 -1.34252 2.43818
O -4.26752 -2.56585 1.93912
C -5.45479 -3.22729 1.45297
C -6.60839 -2.56450 2.19575
C -6.08372 -1.14139 2.38895
H -5.51506 -3.07773 0.37271
H -5.36887 -4.29079 1.66020
H -7.55038 -2.62376 1.65584
H -6.74488 -3.04184 3.16628
H -6.31455 -0.49907 1.53789
H -6.43342 -0.67162 3.30309

Cartesian forces, eV/Å:
C -0.42 -0.16 -0.17
C 0.40 0.20 0.35
C -0.18 -0.10 -0.69
C -0.12 -0.04 0.37
C 0.26 0.49 -0.37
C -0.11 -0.21 0.54
C 0.16 0.40 0.05
C 0.20 -0.50 -0.08
C -0.44 0.04 -0.34
C 0.41 0.16 0.18
C -0.28 0.07 0.10
C -0.31 -0.02 0.12
C 0.44 -0.31 -0.20
C 0.47 -0.08 -0.21
C 0.60 0.18 -0.38
C -0.75 0.10 0.42
N -0.40 -0.01 0.25
H 0.21 0.13 0.09
H 0.13 0.06 -0.11
H 0.07 -0.08 0.18
H 0.08 -0.21 -0.09
H -0.20 0.12 -0.07
H 0.03 -0.05 0.19
H -0.17 -0.04 0.18
H 0.08 -0.04 -0.29
H 0.09 0.20 -0.01
H -0.02 -0.23 0.05
H -0.18 -0.33 0.19
H 0.05 0.24 0.01
H 0.10 0.01 -0.15
H -0.20 -0.01 0.07
H -0.02 -0.20 -0.05
H 0.10 0.22 0.13
H -0.21 0.10 -0.07
H 0.02 0.10 -0.09
H 0.14 0.05 0.11
H -0.01 -0.11 -0.15
H -0.17 -0.09 0.03
H 0.09 -0.02 0.09
H 0.12 -0.07 -0.12
H -0.04 0.12 0.00
H -0.26 0.03 0.17
H -0.07 -0.09 0.06
H 0.16 -0.04 -0.07
H 0.06 0.03 -0.06
O 0.13 -0.04 -0.06
C -0.04 0.26 -0.02
O 0.03 -0.12 -0.16
C -0.16 -0.07 0.04
C 0.00 0.11 0.02
C -0.07 -0.43 0.10
H 0.00 0.03 0.00
H 0.12 0.01 0.01
H 0.03 0.01 -0.05
H 0.00 -0.02 -0.01
H 0.01 0.07 0.03
H 0.04 0.16 -0.05

Values from the calculation:
- Energy above the lowest of the compared OMol25 structures with the same formula, charge and spin: 0.7673 eV
- Net charge: +1
- Orbital gap: 0.322 hartree
- E_HOMO: -0.46441 Eh
- LUMO energy: -3.87 eV
- DFT total energy: -987.4904 a.u.